Record 1
C23H36F3MnN6O7P2 as an isolated structure. Source: the OMol25 dataset; level of theory: the ωB97M-V functional and the def2-TZVPD basis.

Its multiplicity is 2. The calculation puts the LUMO energy (alpha / beta) at 1.9938 / 1.9943 eV. The charge is -1. The gap between HOMO and LUMO (alpha / beta) is 5.528 / 5.010 eV. Its HOMO energy (alpha / beta) is -3.53 / -3.02 eV. The expectation value of S² is 0.772.

Last column: Mulliken spin population.
Geometry (Å):
Mn1 -1.154 0.751 -0.122  0.988
P1 -0.957 -2.399 -1.409  -0.006
P2 1.128 1.852 2.564  -0.002
F1 -4.180 3.621 -0.982  0.000
F2 -5.760 3.566 0.496  0.000
F3 -3.987 4.766 0.843  0.000
O1 -1.151 1.340 -1.808  0.047
O2 0.580 -2.789 -0.985  0.000
O3 -3.190 1.547 0.293  0.002
O4 -1.811 -3.605 -1.487  0.000
O5 -1.399 -1.269 -0.529  0.001
O6 -0.629 -1.729 -2.840  -0.010
O7 -3.792 2.403 2.302  -0.002
N1 0.509 4.463 1.718  -0.001
N2 -0.844 0.410 3.996  0.008
N3 -1.106 0.279 1.817  -0.058
N4 3.173 0.916 0.868  -0.002
N5 1.141 0.667 0.044  -0.010
N6 -0.569 2.876 0.624  -0.006
C1 -4.414 3.578 0.341  0.000
C2 3.307 0.588 -0.452  0.000
C3 1.378 5.094 2.683  -0.001
C4 4.226 1.233 1.805  -0.001
C5 -0.581 -1.493 -5.174  0.001
C6 -0.821 4.063 0.027  -0.001
C7 2.144 -2.771 0.797  0.001
C8 -1.975 -0.328 3.773  -0.009
C9 -3.720 2.358 1.074  -0.007
C10 -0.167 5.063 0.691  0.001
C11 -0.292 0.775 5.281  0.000
C12 -1.995 1.385 -2.898  -0.007
C13 -0.149 -3.653 1.226  0.000
C14 2.038 0.439 -0.941  0.001
C15 0.221 3.124 1.655  -0.003
C16 -0.069 -2.337 -4.009  0.000
C17 0.965 -3.525 0.184  0.000
C18 -0.497 -3.793 -4.196  0.000
C19 -0.338 0.748 2.781  0.034
C20 1.457 -2.235 -3.945  0.000
C21 1.827 0.932 1.147  -0.006
C22 1.405 -4.913 -0.286  0.000
C23 -2.124 -0.399 2.421  0.038
H1 1.012 4.938 3.698  0.000
H2 -2.390 0.388 -3.154  0.004
H3 -0.128 6.127 0.532  0.000
H4 4.274 0.487 -0.914  0.000
H5 -2.579 -0.713 4.577  -0.001
H6 1.699 -5.535 0.563  0.000
H7 4.293 2.311 1.971  0.000
H8 2.251 -4.827 -0.972  0.000
H9 1.709 0.169 -1.931  -0.002
H10 -0.133 -1.833 -6.110  0.000
H11 -0.499 -2.659 1.510  0.001
H12 2.506 -3.296 1.685  0.000
H13 -0.176 -4.152 -5.176  0.000
H14 1.824 -1.766 1.077  -0.001
H15 -0.062 -4.418 -3.417  0.000
H16 1.746 -1.189 -3.825  0.000
H17 -0.322 -0.446 -5.009  0.000
H18 2.958 -2.688 0.074  0.000
H19 -1.457 1.765 -3.784  -0.001
H20 -1.666 -1.569 -5.246  0.000
H21 -2.856 2.051 -2.723  0.008
H22 1.904 -2.626 -4.862  0.000
H23 2.385 4.677 2.625  0.000
H24 -0.991 -4.197 0.802  0.000
H25 -0.309 1.857 5.415  0.000
H26 4.025 0.759 2.764  0.000
H27 1.425 6.162 2.485  0.000
H28 -2.883 -0.886 1.834  -0.001
H29 0.739 0.431 5.367  0.000
H30 -1.579 -3.873 -4.109  0.000
H31 5.178 0.873 1.423  0.000
H32 0.218 -4.177 2.111  0.000
H33 1.829 -2.794 -3.088  0.000
H34 -0.886 0.316 6.066  0.000
H35 -1.463 4.123 -0.837  -0.001
H36 0.575 -5.390 -0.808  0.000



Record 2
C23H36GeNO2S2Tl as an isolated structure. Source: the OMol25 dataset; level of theory: the ωB97M-V functional and the def2-TZVPD basis.

Its multiplicity is 2. The calculation puts the LUMO energy (alpha / beta) at 2.4755 / 2.4747 eV. The charge is -1. The gap between HOMO and LUMO (alpha / beta) is 5.979 / 5.726 eV. The energy relative to the best compared isomer or geometry (same formula, charge and spin) is 5.5 kcal per mole. Its HOMO energy (alpha / beta) is -3.50 / -3.25 eV. The expectation value of S² is 0.755.

Last column: natural (NBO) charge in e.
Geometry (Å):
Tl1 -0.676 0.228 0.371  0.682
Ge1 -0.960 -1.573 -3.350  1.505
S1 2.180 0.831 -0.330  -0.383
S2 -0.206 2.231 3.069  1.264
O1 -0.261 2.314 -1.100  -0.641
O2 -1.660 2.014 3.039  -0.992
N1 0.804 2.629 -1.762  0.029
C1 -0.938 -2.361 2.675  -0.254
C2 -0.020 3.574 4.357  -0.593
C3 0.527 -2.928 -3.174  -1.075
C4 -1.372 -5.254 0.978  -0.590
C5 2.018 2.034 -1.510  0.009
C6 -3.157 -3.500 1.036  -0.599
C7 0.708 3.582 -2.703  0.017
C8 0.223 4.871 2.338  -0.410
C9 -2.110 -2.293 -4.875  -1.068
C10 -0.711 -2.912 1.422  0.092
C11 0.204 3.467 1.747  -0.621
C12 -1.701 -3.785 0.691  -0.277
C13 0.034 -1.599 3.306  -0.207
C14 3.026 3.421 -3.230  -0.207
C15 1.511 -1.960 1.468  -0.210
C16 1.268 -1.382 2.712  -0.021
C17 -1.674 -1.168 -1.610  -1.208
C18 3.131 2.463 -2.250  -0.239
C19 2.342 -0.552 3.354  -0.634
C20 0.009 -0.024 -4.202  -1.066
C21 0.534 -2.700 0.829  -0.234
C22 -0.547 4.801 3.650  -0.418
C23 1.778 3.997 -3.458  -0.294
H1 0.166 -3.886 -2.800  0.207
H2 -3.375 -3.746 2.074  0.188
H3 -2.055 -5.912 0.442  0.197
H4 -0.355 -5.489 0.674  0.207
H5 1.033 -3.102 -4.122  0.207
H6 1.172 3.167 1.345  0.250
H7 -0.600 3.301 5.235  0.229
H8 -0.176 -1.169 4.274  0.204
H9 -1.467 -5.453 2.045  0.194
H10 0.884 0.215 -3.604  0.224
H11 4.077 2.001 -2.013  0.226
H12 -0.612 0.869 -4.249  0.216
H13 -3.378 -2.449 0.861  0.229
H14 1.249 5.179 2.551  0.192
H15 -1.882 -2.506 3.175  0.209
H16 -0.555 3.342 0.978  0.275
H17 -1.608 4.648 3.450  0.222
H18 2.474 -1.815 0.999  0.221
H19 -2.682 -3.166 -4.571  0.209
H20 1.267 -2.555 -2.469  0.222
H21 -0.206 5.606 1.653  0.214
H22 -2.818 -1.554 -5.242  0.210
H23 -1.573 -3.590 -0.381  0.237
H24 -0.432 5.708 4.246  0.202
H25 -1.468 -2.584 -5.702  0.207
H26 3.881 3.716 -3.820  0.206
H27 1.966 -0.015 4.223  0.206
H28 3.174 -1.187 3.668  0.205
H29 -0.283 3.993 -2.816  0.219
H30 2.721 0.166 2.626  0.237
H31 1.038 3.652 4.602  0.202
H32 -2.775 -1.128 -1.660  0.132
H33 0.734 -3.119 -0.146  0.223
H34 1.630 4.760 -4.205  0.212
H35 -3.810 -4.102 0.403  0.202
H36 0.340 -0.265 -5.210  0.205



Record 3
C23H36N7O6SeTi as an isolated structure. Source: the OMol25 dataset; level of theory: the ωB97M-V functional and the def2-TZVPD basis.

Its multiplicity is 1. The calculation puts the LUMO energy (alpha / beta) at 2.4013 / 2.4013 eV. The charge is -1. The gap between HOMO and LUMO (alpha / beta) is 5.123 / 5.517 eV. The energy relative to the best compared isomer or geometry (same formula, charge and spin) is 37.1 kcal per mole. Its HOMO energy (alpha / beta) is -2.72 / -3.12 eV.

Last column: Löwdin charge in e.
Geometry (Å):
Se1 -2.106 1.607 -1.814  0.746
Ti1 -1.021 0.219 0.076  0.806
O1 -3.197 1.972 1.490  -0.088
O2 1.496 -2.316 2.675  -0.108
O3 0.105 1.670 0.677  -0.140
O4 0.023 -0.805 -1.182  -0.198
O5 1.707 2.783 1.725  -0.007
O6 -1.447 -2.471 -0.503  -0.050
N1 0.189 -1.548 0.939  0.113
N2 3.630 1.421 2.634  0.087
N3 3.756 -0.899 2.256  0.202
N4 -0.784 0.538 2.902  0.066
N5 3.083 0.536 0.594  0.239
N6 -2.188 -1.334 -0.130  -0.112
N7 -2.818 0.708 0.972  -0.207
C1 3.472 0.349 1.857  -0.456
C2 1.627 0.287 -6.645  -0.073
C3 -0.394 -0.157 -5.202  -0.031
C4 -0.949 1.216 -3.298  -0.520
C5 -3.797 -0.224 0.994  -0.315
C6 0.971 -2.415 1.519  -0.543
C7 -5.171 0.015 1.543  -0.033
C8 0.576 1.025 2.927  -0.296
C9 -1.238 0.128 -4.129  -0.302
C10 0.810 1.928 1.704  -0.556
C11 0.737 0.598 -5.469  -0.293
C12 -4.209 -2.698 0.482  -0.033
C13 3.612 1.398 4.102  -0.164
C14 0.851 -3.119 -0.776  -0.071
C15 0.206 1.975 -3.539  -0.300
C16 0.592 3.104 -2.625  -0.089
C17 -0.066 -1.944 -0.442  -0.654
C18 1.291 -3.604 0.605  -0.086
C19 1.066 1.636 4.255  -0.129
C20 2.314 0.923 4.763  -0.181
C21 -2.411 -0.772 -3.859  -0.088
C22 1.024 1.657 -4.618  -0.037
C23 -3.403 -1.437 0.448  -0.295
H1 -3.625 -3.516 0.063  0.068
H2 -1.447 1.213 3.263  0.088
H3 -3.348 -0.213 -3.859  0.062
H4 -5.131 -2.608 -0.101  0.073
H5 -5.340 -0.550 2.466  0.075
H6 2.453 1.095 5.834  0.109
H7 0.719 -4.468 0.949  0.114
H8 2.170 -0.154 4.630  0.109
H9 -0.884 -0.355 3.366  0.097
H10 3.791 2.436 4.382  0.122
H11 -2.464 -1.565 -4.609  0.067
H12 2.547 1.364 0.368  0.104
H13 1.346 -0.659 -7.110  0.064
H14 2.675 0.217 -6.343  0.069
H15 -5.935 -0.294 0.827  0.075
H16 0.261 1.525 4.983  0.111
H17 2.791 -0.284 0.086  0.123
H18 3.149 2.251 2.261  0.096
H19 1.178 0.135 2.714  0.109
H20 1.686 -2.736 -1.365  0.116
H21 0.319 -3.860 -1.370  0.114
H22 4.048 -0.975 3.218  0.102
H23 0.807 2.731 -1.621  0.056
H24 -4.492 -2.968 1.503  0.073
H25 2.350 -3.862 0.682  0.104
H26 1.916 2.253 -4.793  0.106
H27 -0.229 3.814 -2.508  0.059
H28 -2.318 -1.220 -2.868  0.057
H29 1.472 3.626 -3.007  0.066
H30 -2.760 2.585 0.881  0.058
H31 -5.311 1.071 1.762  0.063
H32 1.561 1.066 -7.410  0.071
H33 2.998 -1.574 2.019  0.082
H34 1.270 2.705 4.152  0.115
H35 -0.627 -1.008 -5.837  0.103
H36 4.463 0.828 4.482  0.110



no.,molecular weight (g/mol)
1,682.46
2,699.67
3,633.41